A 2-piece molecular cluster, C8H12NO2 overall, computed with ωB97M-V/def2-TZVPD.

Atoms and positions in Å:
C1 0.522 2.174 -1.425
C2 0.008 3.050 -0.436
C3 0.589 0.805 -1.205
C4 -0.059 1.280 0.979
C5 0.471 -0.597 -0.935
C6 0.472 -1.062 0.507
C7 0.104 0.092 1.460
C8 -0.053 -0.346 2.897
N1 -1.393 -1.580 -2.569
O1 -0.137 2.578 0.724
O2 0.926 -1.216 3.276
H1 0.603 2.573 -2.431
H2 -0.178 4.169 -0.549
H3 -0.334 -0.989 -1.647
H4 1.210 -1.181 -1.426
H5 -0.114 -1.890 0.719
H6 1.507 -1.319 0.787
H7 -0.984 -0.982 3.084
H8 -0.086 0.590 3.583
H9 -0.829 -1.860 -3.329
H10 -2.172 -1.064 -2.943
H11 -1.800 -2.487 -2.129
H12 1.729 -0.738 3.006

Cartesian forces, eV/Å:
C -1.0 -1.2 0.0
C 1.5 2.6 -6.1
C -0.3 2.3 1.9
C 0.7 1.4 -2.3
C 0.2 0.2 -1.1
C 1.8 2.6 0.3
C -0.7 -0.4 0.0
C -2.7 1.1 2.2
N -2.3 -2.5 1.1
O -1.2 -3.9 6.9
O 2.1 0.1 -0.4
H 0.3 -0.1 0.0
H 0.3 -1.9 0.2
H -0.6 0.6 1.3
H 1.6 -0.2 -0.5
H -1.3 -1.6 0.2
H -0.3 -0.1 0.0
H 0.6 1.4 -0.7
H -0.1 -1.4 -1.0
H 0.6 -0.5 -1.2
H -0.3 0.2 -0.1
H 0.9 2.1 -1.1
H 0.4 -0.8 0.7

charge = +1
molecular weight = 154.19 g mol⁻¹
electronic energy = -14060.18488 eV
2S+1 = 3
ΔE to the lowest compared entry with this formula, charge and spin = 128.73 kcal per mole

C28H39Cl3F15NO14S as an isolated structure, computed with ωB97M-V/def2-TZVPD.

Atoms and positions in Å:
C1 -5.760 2.731 -3.604
C2 -4.551 2.552 -4.494
Cl1 -4.773 3.760 -5.830
C3 -4.392 1.169 -5.158
Cl2 -5.871 0.184 -5.044
C4 -3.173 0.332 -4.706
C5 -3.101 -0.183 -3.287
C6 -3.201 0.829 -2.162
C7 -2.094 1.891 -2.112
N1 -0.894 1.476 -1.408
O1 -3.335 -0.939 -5.465
S1 -2.483 -0.919 -6.773
O2 -2.243 -2.235 -7.172
O3 -2.952 -0.014 -7.743
O4 -1.225 -0.199 -6.047
C8 -1.778 0.799 -5.213
Cl3 -1.697 2.397 -5.958
H1 -5.904 1.874 -2.967
H2 -5.572 3.560 -2.941
H3 -6.650 2.877 -4.187
H4 -3.662 2.873 -3.986
H5 -4.258 1.333 -6.210
H6 -2.211 -0.792 -3.209
H7 -3.930 -0.869 -3.190
H8 -4.162 1.312 -2.106
H9 -3.105 0.262 -1.247
H10 -1.822 2.281 -3.081
H11 -2.509 2.732 -1.570
H12 -0.208 1.091 -2.038
H13 -1.106 0.838 -0.658
H14 -1.099 0.824 -4.383
C9 1.950 -3.266 -4.700
C10 2.780 -2.888 -3.491
O5 3.245 -1.522 -3.587
C11 2.392 -0.586 -3.222
O6 1.276 -0.749 -2.816
C12 3.049 0.798 -3.350
F1 3.718 0.914 -4.506
F2 3.913 0.989 -2.339
F3 2.120 1.758 -3.300
H15 2.505 -3.087 -5.621
H16 1.664 -4.314 -4.661
H17 1.041 -2.667 -4.747
H18 3.677 -3.493 -3.432
H19 2.228 -3.029 -2.563
C13 0.679 3.561 3.238
C14 -0.227 4.771 3.307
O7 -1.374 4.611 2.446
C15 -2.378 3.908 2.937
O8 -2.437 3.398 4.018
C16 -3.522 3.861 1.911
F4 -3.052 3.607 0.679
F5 -4.169 5.038 1.881
F6 -4.406 2.910 2.227
H20 0.967 3.360 2.206
H21 1.579 3.730 3.828
H22 0.178 2.672 3.620
H23 0.288 5.656 2.941
H24 -0.551 4.975 4.326
C17 -3.228 3.058 6.846
C18 -4.155 2.285 7.758
O9 -3.406 1.385 8.601
C19 -2.876 1.909 9.695
O10 -2.965 3.040 10.069
C20 -2.119 0.813 10.463
F7 -1.381 0.068 9.622
F8 -2.984 0.000 11.096
F9 -1.306 1.344 11.377
H25 -2.604 2.377 6.274
H26 -3.799 3.671 6.155
H27 -2.568 3.706 7.423
H28 -4.821 1.653 7.175
H29 -4.774 2.943 8.365
C21 1.239 -2.446 8.587
C22 2.601 -2.533 7.933
O11 2.498 -2.383 6.503
C23 2.424 -1.140 6.052
O12 2.435 -0.139 6.704
C24 2.359 -1.152 4.515
F10 1.502 -2.084 4.070
F11 3.575 -1.422 4.008
F12 1.965 0.037 4.052
H30 0.557 -3.174 8.148
H31 1.318 -2.639 9.656
H32 0.801 -1.459 8.446
H33 3.040 -3.515 8.093
H34 3.289 -1.794 8.338
C25 8.706 -4.685 -6.551
C26 7.454 -3.915 -6.191
O13 6.323 -4.798 -6.046
C27 6.206 -5.411 -4.879
O14 6.936 -5.310 -3.938
C28 4.930 -6.268 -4.876
F13 4.797 -6.961 -6.015
F14 3.848 -5.470 -4.743
F15 4.936 -7.132 -3.861
H35 8.539 -5.285 -7.446
H36 9.530 -3.998 -6.735
H37 8.994 -5.363 -5.748
H38 7.186 -3.228 -6.990
H39 7.589 -3.330 -5.283

Cartesian forces, eV/Å:
C 0.5 -0.2 0.5
C -0.9 0.2 -0.7
Cl 0.2 0.1 0.0
C 0.5 0.3 0.5
Cl -0.1 0.0 0.1
C -0.5 -1.2 -0.9
C -0.7 0.3 0.2
C 0.9 0.1 -0.2
C -0.3 0.0 0.9
N 0.2 0.3 -0.4
O -0.2 0.2 0.0
S 0.2 0.5 0.1
O 0.9 -1.3 0.2
O -0.7 1.0 -0.5
O -0.4 -0.5 -0.4
C 0.8 0.3 0.4
Cl 0.0 0.1 -0.2
H -0.1 -0.4 0.2
H -0.2 0.5 0.1
H -0.3 0.1 -0.1
H 0.5 -0.1 0.1
H 0.1 0.0 -0.5
H 0.4 -0.1 0.1
H -0.3 -0.3 0.0
H -0.4 0.0 -0.2
H -0.1 -0.2 0.4
H 0.1 0.1 -0.3
H -0.1 0.4 0.1
H 0.2 -0.4 0.2
H 0.1 -0.2 0.0
H 0.2 0.2 0.4
C -0.1 0.4 -0.1
C -0.2 -0.5 -0.1
O 0.1 0.1 0.1
C 0.0 -0.4 0.0
O -0.2 0.2 0.0
C 0.1 0.4 -0.1
F -0.1 0.0 0.3
F -0.2 0.0 -0.2
F 0.2 -0.2 0.0
H 0.1 -0.1 0.0
H 0.0 0.0 0.1
H 0.0 0.0 0.1
H 0.2 0.1 0.0
H -0.1 0.2 0.0
C -0.2 -0.2 -0.1
C 0.5 0.0 0.2
O -0.2 0.1 -0.1
C 0.4 0.1 0.1
O -0.2 -0.1 -0.2
C -0.4 -0.1 -0.3
F -0.2 0.1 0.2
F 0.2 -0.2 0.0
F 0.2 0.2 -0.1
H 0.1 0.1 0.0
H 0.0 0.0 0.0
H 0.0 0.0 0.1
H -0.1 0.0 -0.2
H -0.2 -0.1 0.0
C 0.2 -0.1 0.4
C -0.2 0.3 -0.4
O 0.0 -0.1 0.2
C -0.3 0.1 -0.3
O 0.1 0.0 0.1
C 0.3 -0.2 0.3
F -0.1 0.1 0.2
F 0.2 0.2 -0.2
F -0.2 -0.1 -0.2
H -0.1 0.0 -0.1
H -0.1 0.0 0.0
H -0.1 0.1 0.0
H 0.1 -0.2 0.1
H 0.1 0.0 0.2
C -0.2 0.1 -0.2
C 0.0 -0.2 0.5
O 0.1 0.0 -0.2
C 0.0 -0.2 0.4
O 0.0 0.1 -0.1
C -0.1 0.0 -0.4
F 0.2 0.2 0.0
F -0.2 0.0 0.1
F 0.1 -0.2 0.1
H 0.0 -0.1 0.1
H 0.0 0.0 0.0
H 0.1 0.0 0.1
H 0.0 0.0 -0.2
H 0.0 0.1 -0.1
C -0.1 -0.3 0.1
C 0.4 0.3 -0.2
O -0.2 0.0 0.0
C 0.3 0.3 -0.2
O -0.1 -0.1 0.1
C -0.3 -0.4 0.0
F 0.0 0.2 0.2
F 0.3 -0.3 -0.1
F 0.0 0.3 -0.2
H 0.0 0.1 -0.1
H 0.0 0.0 0.0
H 0.0 0.1 0.1
H -0.2 -0.1 0.0
H -0.1 -0.1 0.1

molecular weight = 1037.01 g mol⁻¹
electronic energy = -148989.90462 eV

A 2-piece molecular cluster, H3O6 overall, computed with ωB97M-V/def2-TZVPD.

Atoms and positions in Å:
O1 -2.585 0.428 0.137
O2 0.967 1.306 0.317
O3 1.547 -0.732 0.664
O4 -1.467 0.120 0.622
O5 -0.059 -0.263 -0.732
O6 1.050 0.129 -0.212
H1 -3.103 -0.420 -0.032
H2 0.068 1.403 0.752
H3 1.789 -1.552 0.199

Cartesian forces, eV/Å:
O -1.4 -0.2 -1.0
O 0.2 4.7 2.2
O 1.5 -2.1 4.3
O 1.2 -0.7 1.0
O -3.1 -1.1 -1.9
O 0.7 -0.7 -3.6
H 0.5 0.7 0.2
H 0.5 -0.6 -0.3
H 0.0 0.1 -0.8

charge = +1
molecular weight = 99.02 g mol⁻¹
electronic energy = -12309.85177 eV
ΔE to the lowest compared entry with this formula, charge and spin = 51.47 kcal per mole

One molecule with the formula C22H29N3O6S2, computed with ωB97M-V/def2-TZVPD.

Atoms and positions in Å:
C1 2.919 -3.218 1.289
O1 2.479 -1.919 1.653
C2 2.918 -0.856 0.935
C3 3.879 -0.927 -0.072
C4 4.288 0.222 -0.727
C5 3.740 1.454 -0.412
C6 2.762 1.525 0.566
C7 2.356 0.386 1.228
S1 1.142 0.609 2.537
O2 1.793 0.500 3.805
O3 0.425 1.816 2.242
N1 0.057 -0.667 2.454
C8 -0.754 -0.697 1.300
C9 -0.370 -1.484 0.228
C10 -1.082 -1.500 -0.951
S2 -0.416 -2.489 -2.282
O4 -1.479 -3.176 -2.955
O5 0.667 -3.258 -1.726
N2 0.269 -1.464 -3.388
C11 -0.543 -0.856 -4.412
C12 -0.927 0.590 -4.089
C13 0.321 1.398 -3.744
C14 1.056 0.731 -2.583
C15 1.419 -0.704 -2.969
C16 -2.226 -0.730 -1.074
C17 -2.617 0.064 -0.018
C18 -1.906 0.115 1.197
N3 -2.413 0.867 2.224
C19 -2.093 0.621 3.615
C20 -3.319 1.011 4.451
O6 -3.694 2.353 4.254
C21 -3.977 2.597 2.897
C22 -2.776 2.256 2.014
H1 4.002 -3.314 1.393
H2 2.611 -3.468 0.269
H3 2.431 -3.894 1.989
H4 4.318 -1.873 -0.344
H5 5.045 0.147 -1.493
H6 4.071 2.347 -0.918
H7 2.291 2.457 0.835
H8 0.572 -1.523 2.608
H9 0.499 -2.115 0.298
H10 -1.423 -1.490 -4.525
H11 0.026 -0.879 -5.350
H12 -1.609 0.614 -3.238
H13 -1.438 1.024 -4.950
H14 0.046 2.420 -3.477
H15 0.982 1.440 -4.613
H16 1.967 1.279 -2.340
H17 0.419 0.724 -1.695
H18 1.867 -1.241 -2.132
H19 2.139 -0.688 -3.797
H20 -2.817 -0.791 -1.974
H21 -3.525 0.641 -0.106
H22 -1.224 1.210 3.933
H23 -1.884 -0.436 3.764
H24 -4.161 0.350 4.187
H25 -3.100 0.909 5.515
H26 -4.846 1.995 2.584
H27 -4.225 3.657 2.822
H28 -1.923 2.888 2.298
H29 -3.013 2.436 0.966

Cartesian forces, eV/Å:
C 0.1 -0.3 -0.1
O 0.1 0.2 0.1
C 0.1 0.0 -0.2
C -0.1 -0.3 0.2
C 0.0 0.2 0.0
C 0.1 0.0 0.1
C 0.0 0.1 -0.1
C -0.6 -0.1 0.5
S 0.1 -0.1 0.3
O 0.1 -0.4 -0.1
O 0.0 -0.2 -0.3
N 0.9 0.7 0.2
C -0.5 0.2 -0.6
C 0.0 -0.1 -0.1
C 0.4 -0.5 -0.3
S 0.2 0.0 -0.4
O -0.2 0.3 0.1
O 0.0 0.2 0.2
N -0.4 -0.8 0.6
C -0.7 0.2 -0.2
C 0.3 0.0 -0.2
C -0.2 0.0 0.3
C 0.1 0.0 -0.3
C 0.4 0.3 0.5
C -0.1 0.1 0.0
C 0.1 0.0 -0.2
C 0.1 -0.5 -0.2
N 0.0 0.1 0.2
C -0.5 0.0 0.5
C 0.3 -0.3 0.0
O 0.0 0.2 0.1
C 0.1 0.1 -0.3
C -0.3 0.2 0.2
H 0.0 0.0 0.0
H 0.0 0.1 0.0
H 0.1 0.0 -0.1
H 0.0 -0.1 0.0
H 0.1 0.0 -0.1
H 0.0 0.1 -0.1
H 0.0 0.2 0.0
H 0.1 -0.1 0.1
H 0.2 0.0 0.1
H 0.0 0.1 -0.2
H 0.0 0.0 0.0
H -0.1 0.0 0.0
H -0.1 0.0 0.0
H 0.0 0.0 -0.1
H 0.1 0.1 -0.1
H 0.0 0.0 0.0
H 0.0 0.0 0.1
H 0.2 0.1 -0.1
H 0.0 -0.1 0.1
H -0.1 0.1 -0.1
H -0.1 0.0 0.0
H -0.1 -0.1 0.1
H -0.1 0.1 0.1
H 0.1 0.0 0.0
H 0.0 -0.1 -0.1
H 0.1 0.1 0.0
H 0.0 -0.1 -0.1
H -0.1 0.0 -0.1
H 0.0 0.0 0.0

molecular weight = 495.62 g mol⁻¹
electronic energy = -61709.27813 eV
SMILES = COc1ccccc1S(=O)(=O)Nc1cc(S(=O)(=O)N2CCCCC2)ccc1N1CCOCC1
ΔE to the lowest compared entry with this formula, charge and spin = 68.20 kcal per mole